{
  "formula": "C48H140N8O26",
  "method": "ωB97M-V/def2-TZVPD",
  "total_charge": 1,
  "lumo_energy_ev": [-3.12, -8.03],
  "homo_energy_ev": [-9.61, -9.61],
  "energy_ha": -4306.22827,
  "homo_lumo_gap_ha": [0.23871, 0.05832],
  "spin_multiplicity": 2,
  "s2": 0.754,
  "elements": ["C", "O", "C", "C", "N", "C", "C", "O", "C", "H", "H", "H", "H", "H", "H", "H", "H", "H", "H", "H", "H", "H", "H", "H", "C", "O", "C", "C", "N", "C", "C", "O", "C", "H", "H", "H", "H", "H", "H", "H", "H", "H", "H", "H", "H", "H", "H", "H", "C", "O", "C", "C", "N", "C", "C", "O", "C", "H", "H", "H", "H", "H", "H", "H", "H", "H", "H", "H", "H", "H", "H", "H", "C", "O", "C", "C", "N", "C", "C", "O", "C", "H", "H", "H", "H", "H", "H", "H", "H", "H", "H", "H", "H", "H", "H", "H", "C", "O", "C", "C", "N", "C", "C", "O", "C", "H", "H", "H", "H", "H", "H", "H", "H", "H", "H", "H", "H", "H", "H", "H", "C", "O", "C", "C", "N", "C", "C", "O", "C", "H", "H", "H", "H", "H", "H", "H", "H", "H", "H", "H", "H", "H", "H", "H", "C", "O", "C", "C", "N", "C", "C", "O", "C", "H", "H", "H", "H", "H", "H", "H", "H", "H", "H", "H", "H", "H", "H", "H", "C", "O", "C", "C", "N", "C", "C", "O", "C", "H", "H", "H", "H", "H", "H", "H", "H", "H", "H", "H", "H", "H", "H", "H", "O", "H", "H", "O", "H", "H", "O", "H", "H", "O", "H", "H", "O", "H", "H", "O", "H", "H", "O", "H", "H", "O", "H", "H", "O", "H", "H", "O", "H", "H"],
  "coordinates": [[-10.160, 0.779, -23.381], [-10.881, 0.739, -22.125], [-10.807, -0.516, -21.420], [-9.393, -0.767, -20.820], [-8.625, 0.468, -20.409], [-9.131, 1.178, -19.220], [-8.985, 0.355, -17.946], [-9.937, -0.759, -17.800], [-9.987, -1.353, -16.478], [-9.071, 0.792, -23.334], [-10.461, 1.641, -23.976], [-10.458, -0.087, -23.974], [-11.040, -1.381, -22.042], [-11.391, -0.508, -20.500], [-8.838, -1.284, -21.602], [-9.533, -1.468, -19.997], [-8.688, 1.122, -21.175], [-10.147, 1.504, -19.445], [-8.452, 2.014, -19.047], [-9.212, 0.979, -17.082], [-8.045, -0.168, -17.771], [-10.117, -0.487, -15.829], [-9.059, -1.864, -16.224], [-10.858, -2.003, -16.390], [-11.923, -3.843, -20.060], [-10.920, -4.280, -20.984], [-11.298, -5.457, -21.679], [-11.899, -6.718, -20.936], [-11.066, -7.118, -19.796], [-11.898, -8.061, -19.035], [-10.945, -8.689, -18.022], [-11.101, -8.026, -16.793], [-9.810, -7.684, -16.233], [-12.927, -4.015, -20.450], [-11.921, -2.780, -19.817], [-11.687, -4.316, -19.107], [-10.354, -5.764, -22.129], [-11.907, -5.217, -22.551], [-12.016, -7.536, -21.646], [-12.881, -6.457, -20.539], [-10.740, -6.336, -19.247], [-12.167, -8.878, -19.706], [-12.814, -7.768, -18.521], [-9.907, -8.585, -18.338], [-11.053, -9.769, -17.929], [-9.455, -6.851, -16.841], [-9.022, -8.436, -16.202], [-9.755, -7.319, -15.208], [-12.508, -11.139, -15.302], [-11.344, -11.674, -14.604], [-10.246, -10.688, -14.502], [-9.132, -11.199, -13.598], [-9.606, -11.270, -12.203], [-9.626, -10.011, -11.428], [-10.332, -10.270, -10.066], [-11.652, -9.760, -10.009], [-12.625, -10.576, -10.687], [-12.305, -10.795, -16.316], [-12.874, -10.315, -14.689], [-13.222, -11.959, -15.379], [-10.613, -9.717, -14.168], [-9.866, -10.569, -15.517], [-8.333, -10.459, -13.568], [-8.816, -12.190, -13.924], [-10.505, -11.717, -12.308], [-10.059, -9.170, -11.969], [-8.607, -9.655, -11.275], [-9.729, -9.702, -9.357], [-10.162, -11.271, -9.669], [-13.575, -10.070, -10.516], [-12.665, -11.571, -10.242], [-12.485, -10.565, -11.768], [-13.663, -0.558, -17.908], [-14.749, 0.170, -18.487], [-15.766, 0.316, -17.502], [-16.933, 1.170, -18.083], [-18.027, 1.470, -17.127], [-18.961, 0.352, -17.018], [-20.024, 0.583, -15.912], [-20.996, 1.572, -16.348], [-21.896, 1.919, -15.306], [-13.985, -1.355, -17.238], [-13.033, 0.096, -17.305], [-12.953, -0.883, -18.668], [-15.180, 0.866, -16.766], [-16.136, -0.614, -17.070], [-17.318, 0.869, -19.057], [-16.439, 2.102, -18.355], [-18.636, 2.194, -17.479], [-18.277, -0.469, -16.803], [-19.477, 0.053, -17.931], [-19.450, 0.902, -15.042], [-20.531, -0.336, -15.618], [-21.317, 2.217, -14.432], [-22.547, 1.078, -15.065], [-22.548, 2.774, -15.486], [-7.669, -8.055, -28.012], [-8.702, -7.012, -28.129], [-8.204, -5.694, -28.167], [-9.292, -4.651, -27.841], [-9.816, -4.973, -26.484], [-8.840, -4.653, -25.379], [-8.365, -3.152, -25.311], [-7.603, -2.951, -24.064], [-6.681, -1.949, -24.340], [-6.895, -7.788, -28.731], [-8.088, -9.041, -28.211], [-7.122, -8.151, -27.074], [-7.717, -5.394, -29.095], [-7.429, -5.697, -27.401], [-10.200, -4.749, -28.435], [-8.961, -3.633, -28.050], [-9.796, -5.979, -26.577], [-8.043, -5.396, -25.347], [-9.495, -4.895, -24.542], [-9.180, -2.442, -25.457], [-7.818, -3.046, -26.248], [-7.193, -1.009, -24.548], [-5.959, -2.207, -25.114], [-6.011, -1.663, -23.530], [-9.971, -15.951, -24.110], [-9.480, -14.731, -23.639], [-8.460, -14.199, -24.546], [-7.929, -12.898, -23.920], [-7.043, -13.162, -22.825], [-6.488, -11.892, -22.358], [-7.473, -10.980, -21.583], [-7.775, -11.509, -20.327], [-8.498, -10.664, -19.441], [-10.794, -16.306, -23.490], [-9.263, -16.750, -23.890], [-10.387, -15.923, -25.117], [-8.950, -13.860, -25.459], [-7.650, -14.884, -24.793], [-8.778, -12.276, -23.637], [-7.486, -12.421, -24.794], [-7.690, -13.394, -22.085], [-6.063, -11.267, -23.144], [-5.572, -12.070, -21.795], [-8.450, -10.777, -22.020], [-7.019, -9.996, -21.459], [-9.382, -10.329, -19.983], [-7.920, -9.786, -19.152], [-8.779, -11.175, -18.520], [-18.052, -6.934, -25.618], [-16.869, -7.186, -24.821], [-16.037, -6.064, -24.504], [-14.557, -6.563, -24.210], [-14.049, -7.009, -25.521], [-12.750, -7.669, -25.341], [-12.125, -8.149, -26.673], [-12.994, -9.082, -27.331], [-12.611, -9.637, -28.609], [-17.697, -6.375, -26.483], [-18.850, -6.440, -25.063], [-18.468, -7.877, -25.975], [-16.548, -5.706, -23.611], [-16.041, -5.278, -25.259], [-14.601, -7.354, -23.462], [-13.893, -5.834, -23.746], [-14.631, -7.703, -25.969], [-12.927, -8.519, -24.682], [-11.987, -7.022, -24.907], [-11.184, -8.671, -26.504], [-11.811, -7.414, -27.414], [-13.402, -10.348, -28.848], [-11.723, -10.264, -28.687], [-12.605, -8.897, -29.410], [-15.522, -8.042, -13.015], [-14.475, -7.084, -12.759], [-13.169, -7.430, -13.235], [-12.193, -6.175, -13.156], [-12.769, -5.007, -13.891], [-12.789, -5.298, -15.370], [-13.818, -4.506, -16.182], [-15.154, -4.986, -15.933], [-16.132, -4.068, -16.418], [-15.407, -8.427, -14.029], [-16.504, -7.569, -13.039], [-15.483, -8.851, -12.285], [-13.147, -7.889, -14.224], [-12.614, -8.140, -12.622], [-11.249, -6.365, -13.667], [-11.938, -5.760, -12.181], [-13.760, -5.002, -13.699], [-13.050, -6.343, -15.532], [-11.783, -5.100, -15.741], [-13.629, -4.734, -17.231], [-13.670, -3.458, -15.923], [-16.143, -3.906, -17.496], [-16.088, -3.046, -16.042], [-17.142, -4.434, -16.235], [-12.078, -11.336, -21.330], [-12.265, -12.217, -21.005], [-12.917, -10.878, -21.277], [-9.042, -8.196, -21.461], [-8.163, -8.020, -21.124], [-9.629, -7.791, -20.822], [-14.328, -10.077, -21.571], [-14.538, -9.332, -21.008], [-14.968, -10.029, -22.282], [-7.568, -7.665, -14.252], [-7.729, -7.678, -13.309], [-7.014, -6.896, -14.390], [-15.801, -5.364, -20.548], [-16.431, -4.652, -20.437], [-15.099, -4.984, -21.076], [-6.548, -9.802, -15.453], [-7.149, -9.121, -15.152], [-6.220, -10.205, -14.649], [-10.803, -10.048, -23.286], [-11.207, -10.671, -22.682], [-10.560, -9.303, -22.736], [-6.153, -7.837, -17.313], [-6.239, -7.020, -16.822], [-6.300, -8.525, -16.663], [-14.970, -3.253, -21.970], [-14.828, -3.394, -22.906], [-14.917, -2.303, -21.860], [-15.149, -8.136, -20.130], [-15.211, -7.211, -20.366], [-15.196, -8.144, -19.174]]
}



{
  "formula": "C48H142N10O18",
  "method": "ωB97M-V/def2-TZVPD",
  "de_lowest_kcal_mol": 38.1,
  "lumo_energy_ev": 0.47,
  "homo_energy_ev": -8.96,
  "energy_ha": -3815.46843,
  "homo_lumo_gap_ha": 0.34634,
  "elements": ["C", "O", "H", "H", "H", "H", "C", "O", "H", "H", "H", "H", "C", "O", "H", "H", "H", "H", "C", "O", "H", "H", "H", "H", "C", "O", "H", "H", "H", "H", "C", "O", "H", "H", "H", "H", "C", "O", "H", "H", "H", "H", "C", "O", "H", "H", "H", "H", "C", "C", "C", "O", "C", "N", "H", "H", "H", "H", "H", "H", "H", "H", "H", "H", "H", "C", "C", "C", "O", "C", "N", "H", "H", "H", "H", "H", "H", "H", "H", "H", "H", "H", "C", "C", "C", "O", "C", "N", "H", "H", "H", "H", "H", "H", "H", "H", "H", "H", "H", "C", "C", "C", "O", "C", "N", "H", "H", "H", "H", "H", "H", "H", "H", "H", "H", "H", "C", "C", "C", "O", "C", "N", "H", "H", "H", "H", "H", "H", "H", "H", "H", "H", "H", "C", "C", "C", "O", "C", "N", "H", "H", "H", "H", "H", "H", "H", "H", "H", "H", "H", "C", "C", "C", "O", "C", "N", "H", "H", "H", "H", "H", "H", "H", "H", "H", "H", "H", "C", "C", "C", "O", "C", "N", "H", "H", "H", "H", "H", "H", "H", "H", "H", "H", "H", "C", "C", "C", "O", "C", "N", "H", "H", "H", "H", "H", "H", "H", "H", "H", "H", "H", "C", "C", "C", "O", "C", "N", "H", "H", "H", "H", "H", "H", "H", "H", "H", "H", "H"],
  "coordinates": [[19.770, 23.155, 13.065], [20.586, 22.018, 12.794], [18.978, 23.436, 12.333], [19.078, 22.965, 13.938], [20.444, 24.019, 13.280], [20.086, 21.407, 12.240], [20.211, 14.915, 21.125], [18.777, 15.027, 20.889], [20.540, 15.843, 21.626], [20.430, 14.005, 21.714], [20.747, 14.780, 20.164], [18.359, 14.152, 20.790], [19.478, 16.616, 14.346], [19.125, 16.797, 15.633], [20.480, 16.942, 14.075], [19.530, 15.527, 14.049], [18.785, 17.089, 13.589], [19.751, 16.265, 16.211], [17.722, 19.642, 11.443], [19.148, 19.888, 11.439], [17.162, 20.508, 11.685], [17.399, 19.228, 10.516], [17.540, 18.848, 12.190], [19.562, 19.464, 10.716], [17.233, 23.267, 17.110], [17.860, 23.511, 18.380], [16.222, 23.746, 17.185], [17.754, 23.634, 16.235], [17.047, 22.190, 16.885], [18.863, 23.426, 18.270], [21.453, 22.733, 19.569], [20.852, 22.592, 18.307], [21.643, 23.819, 19.852], [20.821, 22.414, 20.359], [22.418, 22.199, 19.602], [21.453, 22.232, 17.620], [13.087, 15.170, 18.289], [14.024, 16.219, 18.010], [12.149, 15.453, 17.876], [13.311, 14.157, 17.808], [13.075, 15.082, 19.359], [14.913, 15.944, 18.180], [17.961, 21.333, 21.364], [19.243, 20.711, 21.386], [17.851, 21.738, 22.359], [17.822, 22.135, 20.625], [17.148, 20.573, 21.170], [19.423, 20.444, 20.496], [15.550, 23.866, 13.110], [15.555, 23.855, 11.614], [16.861, 24.402, 10.992], [17.294, 25.549, 11.651], [18.400, 26.145, 11.036], [15.368, 22.624, 10.864], [14.524, 23.611, 13.425], [15.634, 24.936, 13.389], [16.358, 23.264, 13.549], [14.861, 24.635, 11.364], [16.678, 24.574, 9.889], [17.602, 23.619, 11.097], [18.299, 27.266, 11.227], [18.460, 25.956, 9.961], [19.308, 25.746, 11.557], [14.509, 22.789, 10.310], [15.032, 21.923, 11.453], [16.338, 14.575, 14.990], [15.372, 15.192, 14.040], [15.524, 14.540, 12.674], [16.811, 14.857, 12.032], [17.592, 13.695, 11.913], [13.990, 14.908, 14.424], [17.276, 14.640, 14.452], [16.183, 13.474, 15.164], [16.499, 15.021, 16.003], [15.674, 16.230, 14.000], [14.818, 14.930, 11.941], [15.360, 13.426, 12.781], [17.296, 13.126, 11.040], [17.552, 13.111, 12.802], [18.599, 14.122, 11.807], [13.248, 15.420, 13.957], [13.838, 15.221, 15.377], [15.394, 13.249, 20.833], [16.313, 12.130, 20.387], [16.389, 12.042, 18.896], [17.127, 10.816, 18.572], [16.974, 10.369, 17.223], [17.614, 12.328, 21.005], [15.742, 14.178, 20.426], [15.440, 13.257, 21.932], [14.391, 13.053, 20.551], [15.867, 11.167, 20.719], [16.903, 12.882, 18.454], [15.386, 12.033, 18.472], [17.282, 11.189, 16.583], [15.974, 10.037, 17.038], [17.661, 9.542, 17.208], [18.327, 11.718, 20.555], [17.611, 12.123, 21.965], [23.018, 16.635, 16.458], [22.878, 15.072, 16.346], [21.881, 14.611, 17.454], [20.534, 15.029, 17.253], [19.503, 14.035, 17.563], [22.479, 14.633, 14.925], [23.299, 16.809, 17.491], [22.012, 17.096, 16.285], [23.774, 16.978, 15.770], [23.859, 14.673, 16.595], [22.246, 14.979, 18.442], [21.841, 13.514, 17.465], [19.573, 13.121, 16.863], [18.609, 14.533, 17.219], [19.568, 13.792, 18.622], [21.825, 15.368, 14.666], [21.993, 13.785, 15.016], [11.265, 19.237, 21.884], [11.939, 19.069, 20.517], [12.670, 20.332, 20.158], [13.385, 20.088, 18.975], [14.155, 21.215, 18.639], [12.890, 17.874, 20.655], [10.851, 18.314, 22.257], [10.483, 20.048, 21.840], [12.062, 19.348, 22.622], [11.266, 18.882, 19.667], [13.343, 20.691, 20.990], [11.916, 21.120, 19.947], [14.490, 21.904, 19.510], [13.629, 21.905, 17.896], [15.049, 20.943, 18.148], [13.387, 18.090, 21.504], [13.603, 17.865, 19.915], [13.849, 15.669, 25.653], [13.995, 16.284, 24.221], [15.384, 16.270, 23.805], [15.594, 17.195, 22.704], [16.906, 17.193, 22.245], [13.078, 15.648, 23.289], [14.214, 14.664, 25.634], [12.823, 15.788, 25.842], [14.508, 16.252, 26.273], [13.606, 17.347, 24.280], [15.725, 15.285, 23.478], [16.035, 16.623, 24.582], [17.095, 18.106, 21.698], [17.044, 16.325, 21.599], [17.621, 17.112, 23.037], [12.976, 16.222, 22.414], [13.462, 14.755, 23.048], [20.621, 19.626, 16.286], [22.114, 20.116, 16.121], [22.704, 19.645, 14.726], [24.110, 19.862, 14.793], [24.775, 19.622, 13.617], [22.244, 21.628, 16.188], [20.357, 19.806, 17.334], [20.496, 18.597, 16.115], [19.856, 20.146, 15.779], [22.833, 19.753, 16.870], [22.174, 20.158, 13.906], [22.561, 18.567, 14.520], [24.522, 20.421, 12.974], [24.419, 18.661, 13.139], [25.857, 19.536, 13.834], [21.590, 22.018, 15.518], [23.195, 21.829, 15.969], [24.501, 16.209, 21.452], [24.567, 17.310, 20.294], [23.415, 18.330, 20.330], [22.202, 17.621, 20.025], [21.156, 18.423, 20.383], [25.938, 17.813, 20.347], [24.365, 16.667, 22.433], [25.466, 15.581, 21.375], [23.665, 15.537, 21.378], [24.462, 16.830, 19.294], [23.526, 19.114, 19.607], [23.286, 18.817, 21.265], [20.293, 17.935, 19.959], [21.131, 19.422, 19.862], [21.047, 18.627, 21.439], [26.013, 18.136, 21.295], [26.114, 18.629, 19.781], [12.715, 18.595, 11.646], [12.401, 19.712, 12.600], [12.825, 19.464, 14.056], [12.458, 18.178, 14.398], [12.547, 18.037, 15.762], [13.131, 20.891, 12.190], [12.330, 17.598, 11.851], [13.817, 18.497, 11.704], [12.376, 18.840, 10.662], [11.341, 19.921, 12.592], [12.324, 20.189, 14.707], [13.916, 19.585, 14.036], [13.407, 18.416, 16.247], [12.555, 16.923, 16.050], [11.734, 18.509, 16.330], [12.698, 21.293, 11.347], [13.106, 21.692, 12.871], [17.522, 19.005, 18.606], [16.449, 18.063, 18.109], [16.208, 18.191, 16.611], [15.859, 19.551, 16.280], [16.416, 20.016, 15.127], [16.770, 16.609, 18.417], [18.535, 18.669, 18.233], [17.616, 18.978, 19.719], [17.426, 20.084, 18.288], [15.426, 18.241, 18.602], [15.479, 17.489, 16.159], [17.148, 17.944, 16.048], [16.334, 19.410, 14.210], [17.502, 20.242, 15.194], [15.824, 20.923, 14.917], [17.565, 16.316, 17.835], [17.002, 16.536, 19.383]]
}



Which formula does entry 1 have? C48H140N8O26